a.
68
Properties=species:S:1:pos:R:3 method="wB97M-V/def2-TZVPD" molar_mass_g_mol=765.52 charge=+2 homo_lumo_gap_ev=6.4 homo_ev=-14.03 lumo_energy_ev=-7.606
Au -1.9477 -1.9155 -1.0391
C -3.9356 0.0830 2.5734
N -4.1079 -1.0122 1.6532
C -4.7984 -0.6761 0.4132
C -3.9670 0.2766 -0.3850
N -2.8575 -0.0216 -1.0183
C -2.3556 1.1699 -1.5369
C -1.2146 1.4183 -2.2974
C -0.9759 2.7286 -2.6592
C -1.8494 3.7685 -2.2932
C -2.9911 3.5291 -1.5562
C -3.2192 2.2074 -1.1845
N -4.2307 1.6033 -0.4519
C -2.6755 0.8597 2.3121
N -1.5734 0.3336 1.7458
C -0.7196 1.3374 1.6546
C 0.6105 1.3630 1.0120
C 1.3855 2.6031 1.3004
C 0.8237 3.6997 1.8474
C -0.5319 3.6784 2.3178
C -1.2577 2.5346 2.1895
N -2.5331 2.1595 2.6044
H -3.8447 -0.3193 3.5869
H -4.7806 0.7884 2.5966
H -4.5349 -1.8084 2.1027
H -5.7878 -0.2265 0.5780
H -4.9393 -1.5904 -0.1623
H -0.5532 0.6152 -2.5896
H -0.1079 2.9627 -3.2607
H -1.6314 4.7770 -2.6173
H -3.6771 4.3256 -1.3005
H -5.0894 2.0343 -0.1492
H 0.3498 1.4772 -0.0704
H 2.4225 2.6002 0.9859
H 1.4015 4.6027 1.9821
H -0.9417 4.5594 2.7984
H -3.2272 2.7505 3.0372
C -0.3836 -4.6852 0.6760
As -0.9191 -4.0562 -1.0649
C 0.6818 -4.1756 -2.1271
C -2.0519 -5.4577 -1.7538
H 0.0820 -5.6647 0.5776
H -1.2573 -4.7600 1.3201
H 0.3249 -3.9768 1.0987
H 1.0118 -5.2131 -2.1539
H 1.4450 -3.5585 -1.6607
H 0.4857 -3.8258 -3.1380
H -1.5120 -6.4029 -1.7234
H -2.3303 -5.2297 -2.7805
H -2.9520 -5.5334 -1.1474
C 7.6927 0.9848 -0.0591
C 6.2546 0.5583 -0.0698
C 5.8207 -0.5183 0.7021
C 4.4935 -0.9111 0.7030
C 3.5909 -0.2097 -0.0852
C 3.9927 0.8661 -0.8727
C 5.3228 1.2400 -0.8570
S 1.9132 -0.6690 -0.0624
O 1.2378 -0.1551 -1.2190
O 1.3341 0.1756 1.2019
O 1.7641 -2.0276 0.3336
H 8.3352 0.2093 0.3522
H 7.8162 1.8814 0.5514
H 8.0370 1.2244 -1.0645
H 6.5358 -1.0647 1.3032
H 4.1630 -1.7549 1.2930
H 3.2809 1.3721 -1.5123
H 5.6533 2.0610 -1.4808

b.
68
Properties=species:S:1:pos:R:3 method="wB97M-V/def2-TZVPD" molar_mass_g_mol=765.52 charge=+2 homo_lumo_gap_ev="5.8 / 5.8" homo_ev="-13.84 / -13.84" lumo_energy_ev="-8.033 / -8.034"
Au -0.1434 -0.2346 -0.1348
C 0.3522 2.4194 1.3280
N 0.7495 1.6653 0.1071
C 2.2109 1.5765 -0.1020
C 2.6875 0.2730 0.4311
N 1.8566 -0.7387 0.5972
C 2.6177 -1.8066 1.0830
C 2.2614 -3.0915 1.4772
C 3.2665 -3.9179 1.9323
C 4.5987 -3.4804 2.0069
C 4.9619 -2.2022 1.6416
C 3.9400 -1.3787 1.1828
N 3.9414 -0.0500 0.7666
C -0.7482 1.7441 2.0853
N -0.9765 0.4580 1.9805
C -1.9795 0.1723 2.9054
C -2.5714 -1.0372 3.2661
C -3.5349 -1.0081 4.2523
C -3.9033 0.1933 4.8808
C -3.3094 1.3945 4.5536
C -2.3413 1.3516 3.5566
N -1.5317 2.3413 3.0041
H 0.0627 3.4307 1.0351
H 1.2217 2.5031 1.9831
H 0.3545 2.1230 -0.7426
H 2.7218 2.4175 0.3696
H 2.3935 1.6362 -1.1781
H 1.2364 -3.4201 1.4475
H 3.0297 -4.9241 2.2491
H 5.3558 -4.1609 2.3708
H 5.9857 -1.8625 1.7138
H 4.7419 0.5606 0.7169
H -2.2655 -1.9728 2.8136
H -4.0095 -1.9284 4.5630
H -4.6626 0.1716 5.6500
H -3.5821 2.3136 5.0533
H -1.5196 3.3162 3.2572
C -3.2531 -1.7094 -0.2865
As -1.4300 -2.1755 -0.6304
C -1.0065 -3.7375 0.3913
C -1.3009 -2.7193 -2.4613
H -3.8486 -2.5587 -0.6261
H -3.4913 -0.8170 -0.8595
H -3.4111 -1.5345 0.7752
H -1.7769 -4.4695 0.1417
H -1.0197 -3.5408 1.4606
H -0.0375 -4.1200 0.0812
H -1.5370 -3.7845 -2.4704
H -0.3062 -2.5343 -2.8517
H -2.0364 -2.1595 -3.0333
C -4.3327 1.6525 -7.4747
C -3.4904 1.5031 -6.2429
C -2.8059 0.3150 -5.9880
C -1.9988 0.1809 -4.8721
C -1.8791 1.2532 -3.9978
C -2.5381 2.4543 -4.2308
C -3.3410 2.5649 -5.3508
S -0.8821 1.1098 -2.5795
O -0.1801 2.3648 -2.3515
O -0.0129 -0.0554 -2.7388
O -1.7663 0.8113 -1.3663
H -4.7817 0.7038 -7.7644
H -3.7201 1.9973 -8.3100
H -5.1266 2.3820 -7.3254
H -2.8929 -0.5104 -6.6831
H -1.4280 -0.7217 -4.7099
H -2.4166 3.2907 -3.5557
H -3.8577 3.4967 -5.5420

Short version: b is the least stable of them.

a.
34
Properties=species:S:1:pos:R:3 method="wB97M-V/def2-TZVPD" molar_mass_g_mol=190.24 charge=0 homo_lumo_gap_ev=9.6 homo_ev=-9.33 lumo_energy_ev=0.312
C 1.6382 -2.1647 -1.7075
C 0.6643 -1.9646 -0.5682
C -0.6351 -2.1714 -0.6709
C -1.8629 -2.2854 0.2579
C -1.7406 -1.5909 1.6115
C -1.3263 -0.1195 1.5302
O -2.3799 0.6803 0.9791
H 1.2588 -2.1203 -2.7519
H 2.2934 -1.3033 -1.7653
H 2.0553 -3.1468 -1.5224
H 1.2965 -1.7287 0.2872
H -0.9566 -2.4914 -1.6723
H -2.7592 -2.0516 -0.3263
H -1.9826 -3.3610 0.4165
H -2.7694 -1.6236 2.0269
H -1.0389 -2.0805 2.2936
H -1.0643 0.2699 2.5225
H -0.4155 -0.0092 0.9287
H -2.9871 0.7955 1.7106
O 2.0786 0.9574 1.9346
H 2.4040 1.0601 0.9945
H 2.6184 0.2344 2.2835
O 1.6927 3.2789 0.3256
H 1.6148 3.0927 1.2854
H 0.7934 2.9383 0.1594
O -2.1892 0.5642 -1.7621
H -2.1642 0.3454 -0.8117
H -2.8015 1.3294 -1.7050
O 2.9819 1.2204 -0.7081
H 3.1042 2.1643 -0.5204
H 2.1040 1.1300 -1.1203
O 0.2372 1.5510 -1.1336
H -0.4120 2.2600 -1.1681
H -0.3043 0.8725 -1.5927

b.
34
Properties=species:S:1:pos:R:3 method="wB97M-V/def2-TZVPD" molar_mass_g_mol=190.24 charge=0 homo_lumo_gap_ev=9.3 homo_ev=-9.04 lumo_energy_ev=0.299
C 2.9392 -0.0466 0.9993
C 2.1647 0.6637 1.8130
C 1.2721 1.7505 1.3489
C 0.3377 1.6328 0.4181
C -0.5237 2.8014 -0.0101
C -1.0254 2.6638 -1.4390
H 2.9651 0.0977 -0.0685
H 3.6128 -0.8095 1.3624
H 2.1567 0.5021 2.8925
H 1.4608 2.6944 1.8667
H 0.1259 0.6921 -0.0830
H -1.3677 2.8351 0.6921
H 0.0339 3.7397 0.0726
H -0.2506 2.4995 -2.1709
H -1.6355 3.5253 -1.7499
H -1.7606 1.8526 -1.5124
O -1.4323 -1.6481 -1.7937
H -1.8595 -1.8396 -2.6243
H -0.5677 -1.1879 -2.0145
O -0.2522 -3.2327 0.1233
H -0.7084 -2.7413 0.8116
H -0.6874 -2.8743 -0.6781
O -2.7897 0.4549 2.7212
H -1.9340 0.8305 2.9563
H -2.5888 -0.2808 2.1126
O 2.2242 -2.3559 -0.5657
H 1.3790 -2.6789 -0.1487
H 2.5898 -3.1877 -0.8936
O -2.4006 -1.5046 0.8797
H -2.1664 -1.2943 -0.0642
H -3.2614 -1.9309 0.8776
O 1.0840 -0.6477 -2.3548
H 1.6210 -1.2152 -1.7398
H 1.2449 0.2397 -2.0363

c.
34
Properties=species:S:1:pos:R:3 method="wB97M-V/def2-TZVPD" molar_mass_g_mol=190.24 charge=0 homo_lumo_gap_ev=10.2 homo_ev=-9.63 lumo_energy_ev=0.523
O -0.7223 5.3259 -3.0162
C -1.5127 4.1325 -3.1739
C -1.7908 3.6333 -1.7718
O -0.6494 2.9433 -1.2505
H -0.4676 5.7393 -3.8410
H -2.4135 4.3560 -3.7483
H -0.8240 3.4426 -3.6699
H -2.6127 2.9191 -1.7593
H -1.9806 4.4257 -1.0424
H 0.0749 3.5533 -1.0873
C 1.4823 0.3324 4.9161
O 0.0827 0.1605 5.1399
H 1.6715 0.1370 3.8569
H 1.7909 1.3251 5.2296
H 2.0549 -0.4003 5.4956
H -0.2189 -0.5768 4.6069
C -0.2997 -2.9741 -2.5174
O -1.4048 -2.1155 -2.3291
H -0.4661 -3.5665 -3.4149
H 0.6281 -2.4101 -2.6594
H -0.1631 -3.6329 -1.6537
H -1.1733 -1.3930 -1.7364
C 0.4834 -0.0758 0.7658
O -0.1457 -0.0467 -0.5073
H 0.0250 0.5753 1.5174
H 0.3487 -1.0781 1.1675
H 1.5266 0.2262 0.6651
H -0.4924 0.8445 -0.6443
C 1.3198 -3.9835 1.2333
O 1.3937 -5.1055 0.3669
H 0.6330 -3.2057 0.8851
H 0.8874 -4.2560 2.2020
H 2.3368 -3.6158 1.3179
H 0.5979 -5.6356 0.4569

Short version: c is the least stable of them.

a.
12
Properties=species:S:1:pos:R:3 method="wB97M-V/def2-TZVPD" molar_mass_g_mol=87.10 charge=0 homo_lumo_gap_ev=10.6 homo_ev=-9.46 lumo_energy_ev=1.150
F -3.0403 -0.1423 0.0778
C -1.6834 -0.3638 -0.1576
C -0.8631 0.6380 -0.2660
C 0.6543 0.5162 -0.4893
C 1.4686 -0.0478 0.6298
N 1.2062 -0.7876 -0.5733
H -1.4233 -1.4578 -0.2139
H -1.2374 1.6188 0.1273
H 1.0635 1.2724 -1.1633
H 2.4621 0.4736 0.7730
H 0.9301 -0.2497 1.5966
H 0.4628 -1.4701 -0.3413

b.
12
Properties=species:S:1:pos:R:3 method="wB97M-V/def2-TZVPD" molar_mass_g_mol=87.10 charge=0 homo_lumo_gap_ev=9.9 homo_ev=-8.81 lumo_energy_ev=1.071
F -2.5133 0.0344 -0.1597
C -1.2232 0.0844 -0.0605
C -0.4762 1.1933 -0.1267
C 0.9637 0.7256 0.0010
N 0.8866 -0.6137 -0.4504
C -0.3903 -1.1522 0.0524
H -0.8558 2.2031 -0.1103
H 1.6588 1.3135 -0.6371
H 1.3289 0.8036 1.0526
H 1.6285 -1.1419 -0.0430
H -0.7627 -1.9275 -0.5986
H -0.2452 -1.5226 1.0802

c.
12
Properties=species:S:1:pos:R:3 method="wB97M-V/def2-TZVPD" molar_mass_g_mol=87.10 charge=0 homo_lumo_gap_ev=10.3 homo_ev=-9.69 lumo_energy_ev=0.648
C -0.0886 0.3983 0.4101
C -0.9785 -0.7142 -0.1863
C 1.2562 0.0858 0.0057
C 2.3854 -0.3371 -0.1048
H -1.8814 1.0466 -0.5936
H 0.1662 1.6504 -0.7729
H 0.0225 0.2291 1.6243
H -0.5316 -1.6037 0.3847
H -0.7072 -1.1173 -1.1890
H 3.4444 -0.7474 0.3190
N -0.7611 1.6289 -0.0230
F -2.3264 -0.5193 0.1259

d.
12
Properties=species:S:1:pos:R:3 method="wB97M-V/def2-TZVPD" molar_mass_g_mol=87.10 charge=0 homo_lumo_gap_ev=11.1 homo_ev=-10.15 lumo_energy_ev=0.944
C 0.1375 -0.0632 0.5028
C -1.4551 1.1100 0.6925
C -0.9805 0.3138 -0.5394
C 1.3702 -0.8354 0.4174
N -0.2588 0.7668 1.4112
F -1.7583 -0.7924 -1.0061
H -1.6611 2.2091 0.5601
H -2.4486 0.8010 1.2636
H -0.6424 0.9575 -1.3851
H 2.2467 -0.2286 0.3614
H 1.5331 -1.5288 -0.4800
H 1.4898 -1.4816 1.2757

Short version: c is the least stable of them.

a.
23
Properties=species:S:1:pos:R:3 method="wB97M-V/def2-TZVPD" molar_mass_g_mol=117.19 charge=0 homo_lumo_gap_ev=9.9 homo_ev=-8.91 lumo_energy_ev=1.004
C -2.1958 2.2412 -0.0866
C -1.8930 0.7894 -0.3113
C -0.9210 0.2579 0.7756
C 0.4828 -0.1261 0.2187
C 1.4912 -0.3155 1.4377
N 0.4377 -1.2739 -0.7414
C 1.5692 -1.5915 -1.5256
O 2.6511 -2.2296 -0.7578
H -1.1930 2.7145 -0.1134
H -2.7400 2.6865 -1.0428
H -2.9475 2.4231 0.6862
H -2.8279 0.2478 -0.1768
H -1.5078 0.6335 -1.2928
H -1.3398 -0.4888 1.3640
H -0.6942 0.9828 1.6628
H 0.7939 0.7953 -0.4107
H 2.4747 -0.7787 1.1296
H 1.1379 -0.9077 2.2132
H 1.7560 0.7538 1.6137
H -0.3696 -1.8021 -0.6456
H 2.1028 -0.6988 -1.9832
H 1.2699 -2.3349 -2.2432
H 2.4625 -1.9784 0.2296

b.
23
Properties=species:S:1:pos:R:3 method="wB97M-V/def2-TZVPD" molar_mass_g_mol=117.19 charge=0 homo_lumo_gap_ev=10.4 homo_ev=-9.51 lumo_energy_ev=0.912
C 0.2374 1.9767 -3.4397
C -0.3411 1.4681 -2.3666
C 0.2983 1.3622 -1.0333
C -0.7044 0.6969 -0.0309
C -0.1084 -0.4964 0.8281
C -1.3462 -1.1774 1.6182
N 0.4972 -1.5321 -0.0735
H -0.2221 1.9854 -4.5199
H 1.1233 2.5203 -3.2404
H -1.2887 1.0613 -2.4376
H 0.3584 2.4336 -0.4531
H 1.3164 0.8942 -1.1124
H -1.1163 1.4289 0.5802
H -1.6078 0.2168 -0.4792
H 0.7445 -0.1294 1.4797
H -1.3633 -0.6037 2.4468
H -0.9279 -2.1844 1.8406
H -2.3600 -1.1850 1.2041
H 0.0175 -1.3725 -0.9146
H 0.2257 -2.4663 0.3366
O 1.3999 -1.4007 3.2917
H 1.0612 -2.1740 3.6931
H 1.1457 -1.4758 2.3020

Short version: b is the least stable of them.

a.
23
Properties=species:S:1:pos:R:3 method="wB97M-V/def2-TZVPD" molar_mass_g_mol=117.19 charge=0 homo_lumo_gap_ev=3.4 homo_ev=-6.68 lumo_energy_ev=-3.269
C 1.3498 -1.6669 -0.8033
C -0.1583 -1.5487 -1.0495
O -0.4260 -1.7616 -2.4107
N 1.8804 -0.7703 -1.7860
C -0.2997 -0.1622 2.5170
C -0.7089 0.4739 1.3647
C -2.0075 0.4707 0.7870
C 0.3061 1.2610 0.5974
H 1.5661 -1.3963 0.2528
H 1.5929 -2.7304 -0.9210
H -0.7800 -2.2183 -0.3901
H -0.3782 -0.4739 -0.7502
H 0.4457 -1.3343 -2.7988
H 2.8099 -1.0913 -2.0859
H -1.0156 -0.6881 3.1267
H 0.7195 0.0098 2.9628
H -0.4154 4.1187 -0.8674
H -1.0796 3.8765 -0.4156
H -2.2515 1.3255 0.0740
H -2.8305 -0.0657 1.2920
H -0.1988 1.8033 -0.1691
H 0.8360 1.9391 1.2763
H 1.0436 0.6294 0.1969

b.
23
Properties=species:S:1:pos:R:3 method="wB97M-V/def2-TZVPD" molar_mass_g_mol=117.19 charge=0 homo_lumo_gap_ev=8.4 homo_ev=-7.58 lumo_energy_ev=0.825
C 1.1144 2.0364 -1.5072
C -0.1126 1.5589 -0.6852
C -0.2896 0.0802 -0.6172
C -1.5835 -0.4584 -1.1664
C 0.4982 -0.6942 0.1721
C 0.5300 -2.1452 0.0918
N 1.3582 -0.1331 1.1227
H 0.9512 2.1150 -2.5808
H 1.8861 1.2586 -1.5025
H 1.4614 2.9420 -1.0144
H 0.0603 1.9554 0.3353
H -0.9572 2.2063 -0.9348
H -1.6179 -1.4975 -1.5231
H -2.3931 -0.4797 -0.4226
H -1.9943 0.0596 -2.0371
H -0.4665 -2.5834 0.1787
H 0.9795 -2.5276 -0.8369
H 1.1851 -2.6754 0.7899
H 1.4803 0.8701 1.0567
H 2.2557 -0.5478 1.2845
O -1.6093 -0.7855 3.3683
H -0.6699 -0.5506 3.4387
H -2.0665 -0.0042 2.9895

Short version: a is the least stable of them.

a.
6
Properties=species:S:1:pos:R:3 method="wB97M-V/def2-TZVPD" molar_mass_g_mol=78.99 charge=0 homo_lumo_gap_ev=10.4 homo_ev=-10.81 lumo_energy_ev=-0.373
O 1.1606 -1.1218 0.0445
N 0.7445 0.0692 -0.0205
O 1.3437 1.0717 0.3426
P -0.9253 0.1155 -0.7299
H -1.1769 -1.1910 -0.1060
H -1.1466 1.0564 0.4692

b.
6
Properties=species:S:1:pos:R:3 method="wB97M-V/def2-TZVPD" molar_mass_g_mol=78.99 charge=0 homo_lumo_gap_ev="6.8 / 6.8" homo_ev="-10.31 / -10.30" lumo_energy_ev="-3.516 / -3.535"
N -0.0678 0.3089 0.4126
O 3.7841 -1.3803 1.8446
O 1.6749 -1.0164 0.9663
P 2.7951 -0.2909 1.7351
H -0.6195 -0.5205 0.2102
H 0.3912 0.6152 -0.4420

Short version: a is the least stable of them.